[1]
{
  "formula": "C14H22N6OS2",
  "method": "ωB97M-V/def2-TZVPD",
  "relative_energy_kj_mol": 16.5,
  "homo_energy_ev": -8.7,
  "molar_mass_g_mol": 354.50,
  "lumo_energy_ev": 0.63,
  "smiles": "CCCCc1nc(SCC(=O)Nc2nnc(CCCC)s2)n[nH]1",
  "homo_lumo_gap_ev": 9.309,
  "symbols": ["C", "C", "C", "C", "C", "N", "C", "S", "C", "C", "O", "N", "C", "N", "N", "C", "C", "C", "C", "C", "S", "N", "N", "H", "H", "H", "H", "H", "H", "H", "H", "H", "H", "H", "H", "H", "H", "H", "H", "H", "H", "H", "H", "H", "H"],
  "positions_angstrom": [[-0.8006, -1.7157, 3.3951], [-0.6821, -1.8361, 1.8817], [0.7575, -1.6283, 1.4207], [0.8739, -1.6527, -0.1061], [2.2465, -1.3295, -0.5601], [2.9729, -0.3007, -0.1764], [4.1100, -0.4095, -0.9045], [5.3631, 0.7810, -0.8163], [4.5420, 1.9393, 0.3380], [3.0824, 2.1249, -0.0191], [2.6765, 2.3715, -1.1281], [2.2426, 2.0912, 1.0692], [0.8855, 2.0238, 0.9189], [0.0768, 1.7867, 1.8979], [-1.1935, 1.7119, 1.5119], [-1.3779, 1.8941, 0.2555], [-2.6939, 1.8115, -0.4201], [-2.7672, 0.5801, -1.3308], [-4.1124, 0.4841, -2.0445], [-4.1836, -0.7444, -2.9431], [0.1170, 2.1969, -0.6355], [4.1373, -1.4575, -1.6965], [2.9440, -2.0406, -1.4670], [-0.1518, -2.4345, 3.8912], [-1.8242, -1.8985, 3.7117], [-0.5185, -0.7138, 3.7083], [-1.0328, -2.8190, 1.5567], [-1.3192, -1.0790, 1.4201], [1.3982, -2.4045, 1.8457], [1.1126, -0.6642, 1.7855], [0.5851, -2.6308, -0.4978], [0.1918, -0.9053, -0.5234], [4.6697, 1.5677, 1.3538], [5.0748, 2.8824, 0.2128], [2.5874, 1.8455, 1.9858], [-2.8518, 2.7113, -1.0189], [-3.4682, 1.7575, 0.3466], [-1.9652, 0.6351, -2.0714], [-2.6112, -0.3192, -0.7297], [-4.2669, 1.3830, -2.6451], [-4.9117, 0.4387, -1.3019], [-4.0518, -1.6528, -2.3591], [-5.1473, -0.7957, -3.4439], [-3.4045, -0.7083, -3.7015], [2.6889, -2.8779, -1.9663]],
  "forces_ev_per_a": [[-0.1, 0.0, -0.2], [0.3, 0.0, 0.2], [-0.3, -0.1, -0.2], [0.0, 0.0, 0.3], [0.2, -0.3, -0.3], [-0.2, -0.4, 0.1], [-0.6, -0.7, -0.1], [0.4, 0.5, 0.1], [0.3, -0.6, -0.4], [0.1, 0.4, 0.5], [0.2, 0.1, -0.2], [0.1, 0.4, 0.3], [-0.4, 0.1, -0.8], [1.5, 0.0, 0.7], [-1.5, -0.2, 0.1], [0.6, 0.3, -0.5], [0.0, -0.2, -0.2], [-0.4, 0.3, 0.0], [0.3, -0.2, 0.0], [-0.1, 0.2, 0.1], [-0.5, -0.2, 0.8], [0.7, 0.1, -0.4], [-0.2, 0.4, 0.3], [0.1, -0.1, 0.1], [-0.1, 0.0, 0.1], [0.0, 0.1, 0.1], [-0.1, 0.0, -0.1], [0.0, 0.0, -0.1], [0.1, 0.0, 0.0], [0.1, 0.0, 0.0], [-0.1, 0.0, 0.0], [0.0, -0.1, 0.0], [-0.1, 0.1, 0.0], [-0.1, 0.0, 0.0], [0.0, -0.1, -0.2], [-0.1, 0.0, 0.0], [0.0, 0.1, 0.0], [0.0, -0.1, 0.0], [0.1, 0.0, 0.0], [-0.1, 0.1, 0.0], [0.0, 0.1, 0.0], [0.0, -0.1, 0.0], [-0.1, -0.1, -0.1], [0.1, 0.0, -0.1], [0.0, 0.1, 0.1]]
}

[2]
{
  "formula": "C7H9F4InO5",
  "method": "ωB97M-V/def2-TZVPD",
  "total_charge": 2,
  "homo_energy_ev": -15.9,
  "molar_mass_g_mol": 363.95,
  "lumo_energy_ev": -13.31,
  "homo_lumo_gap_ev": 2.633,
  "symbols": ["In", "C", "O", "O", "C", "F", "F", "F", "C", "C", "H", "H", "H", "H", "H", "H", "C", "C", "O", "C", "O", "O", "F", "H", "H", "H"],
  "positions_angstrom": [[1.2931, 3.6265, 3.1281], [2.9303, -1.1937, 1.4855], [1.6770, -1.2840, 2.1352], [3.2732, 0.1176, 1.7675], [3.8782, -2.3784, 1.7538], [5.1624, -2.2613, 1.3709], [3.8446, -2.8587, 2.9457], [3.3487, -3.3275, 0.9744], [0.7260, -2.3220, 1.8034], [-0.3632, -1.8317, 0.8550], [0.1942, -1.4177, 0.0147], [-1.0184, -2.6468, 0.5476], [-0.9964, -1.0226, 1.2190], [0.2683, -2.5232, 2.7720], [1.1651, -3.2537, 1.4469], [2.8468, -1.0945, 0.4033], [-2.9026, 2.9774, -3.4017], [-3.6733, 2.3131, -2.3048], [-2.8549, 2.4042, -1.1725], [-1.6462, 2.4139, -1.6178], [-0.6450, 2.3950, -0.8867], [-1.6625, 2.4306, -3.0149], [-4.1522, 1.0777, -2.4720], [-2.8826, 4.0632, -3.3080], [-3.2737, 2.6618, -4.3768], [-4.5370, 2.9345, -2.0679]],
  "forces_ev_per_a": [[-0.1, 0.2, -0.1], [-2.3, 6.5, 5.4], [1.2, -2.0, -1.7], [0.7, -3.8, -2.0], [2.8, -3.7, -1.5], [-1.6, 1.4, 0.3], [-0.3, 0.9, 1.6], [-0.4, -0.1, -0.7], [-0.8, -0.5, 0.6], [0.2, 0.7, -0.3], [-0.2, -0.1, -0.6], [0.3, -0.1, 0.0], [0.2, -0.1, 0.4], [0.0, 0.1, 0.3], [0.4, 0.4, -0.1], [-0.1, 0.3, -1.8], [-0.4, -1.4, 0.4], [-4.3, 3.0, 0.7], [-1.2, -0.5, 0.5], [4.5, -0.2, -0.1], [-2.3, 0.0, -2.2], [2.8, 0.2, 1.2], [0.8, -0.9, -0.5], [-0.2, 0.0, 0.0], [0.6, -0.1, 0.0], [-0.2, -0.1, 0.1]]
}

[3]
{
  "formula": "C38H31IN9O4Rb",
  "method": "ωB97M-V/def2-TZVPD",
  "relative_energy_kj_mol": 96.0,
  "homo_energy_ev": -7.6,
  "molar_mass_g_mol": 890.10,
  "lumo_energy_ev": -0.31,
  "homo_lumo_gap_ev": 7.289,
  "symbols": ["Rb", "C", "O", "C", "N", "C", "C", "C", "C", "C", "C", "C", "C", "C", "C", "C", "C", "N", "C", "N", "C", "C", "O", "C", "C", "C", "C", "C", "C", "H", "H", "H", "H", "H", "H", "H", "H", "H", "H", "H", "H", "H", "H", "H", "H", "H", "H", "H", "N", "C", "N", "C", "N", "N", "C", "N", "C", "C", "C", "C", "C", "N", "H", "H", "H", "H", "H", "H", "H", "H", "I", "C", "C", "C", "C", "C", "C", "C", "O", "O", "H", "H", "H", "H"],
  "positions_angstrom": [[0.5756, 0.0482, -0.6029], [-0.6811, 5.0868, 0.5399], [0.0308, 4.5864, 1.6976], [0.5086, 3.3800, 1.3019], [0.1171, 2.9060, 0.1976], [-0.9165, 3.8269, -0.3041], [-0.8659, 4.0546, -1.7905], [-2.0392, 4.2891, -2.4966], [-2.0038, 4.5131, -3.8648], [-0.7914, 4.5002, -4.5394], [0.3840, 4.2639, -3.8396], [0.3469, 4.0448, -2.4699], [1.4344, 2.7139, 2.2563], [1.9428, 3.4141, 3.3432], [2.7790, 2.7437, 4.2198], [3.0640, 1.4090, 3.9912], [2.4999, 0.7977, 2.8764], [1.7095, 1.4342, 2.0201], [2.7380, -0.6434, 2.6066], [2.2793, -1.2911, 1.6239], [2.6726, -2.6955, 1.8230], [3.6623, -2.6280, 3.0051], [3.4851, -1.2879, 3.5294], [3.2265, -3.3711, 0.5908], [3.6172, -4.7038, 0.6918], [4.0472, -5.3974, -0.4273], [4.0696, -4.7708, -1.6667], [3.6953, -3.4415, -1.7715], [3.2958, -2.7383, -0.6436], [-0.0322, 5.7976, 0.0233], [-1.5865, 5.5822, 0.8780], [-1.8852, 3.3775, -0.0571], [-2.9903, 4.2704, -1.9750], [-2.9257, 4.6828, -4.4060], [-0.7621, 4.6650, -5.6087], [1.3312, 4.2450, -4.3635], [1.2615, 3.8444, -1.9249], [1.6794, 4.4513, 3.4880], [3.1985, 3.2539, 5.0765], [3.6995, 0.8406, 4.6537], [1.7690, -3.2440, 2.1109], [4.6985, -2.7354, 2.6834], [3.4448, -3.3329, 3.8034], [3.5485, -5.2142, 1.6475], [4.3364, -6.4371, -0.3388], [4.3600, -5.3235, -2.5501], [3.6821, -2.9556, -2.7375], [3.0190, -1.6964, -0.7253], [-1.5346, 0.0816, 2.5515], [-2.5246, 0.4598, 1.7144], [-3.7051, 0.7531, 2.2588], [-4.6257, 1.1389, 1.3769], [-5.8386, 1.4803, 1.8573], [-4.4509, 1.2402, 0.0485], [-3.2350, 0.9104, -0.3665], [-2.2276, 0.5229, 0.4063], [-2.9860, 0.9667, -1.8417], [-4.0482, 1.0357, -2.7314], [-3.7711, 1.0309, -4.0899], [-2.4527, 0.9710, -4.5054], [-1.4603, 0.9309, -3.5355], [-1.7143, 0.9237, -2.2342], [-1.7800, -0.1300, 3.5023], [-0.6817, -0.2932, 2.1711], [-6.0421, 1.2947, 2.8223], [-6.5835, 1.6423, 1.2053], [-5.0587, 1.0750, -2.3527], [-4.5773, 1.0632, -4.8114], [-2.1893, 0.9517, -5.5537], [-0.4159, 0.8875, -3.8240], [-0.7332, -5.3690, 4.0087], [-0.5043, -4.7451, 2.0246], [0.1977, -5.5404, 1.1306], [0.3839, -5.0877, -0.1696], [-0.0886, -3.8472, -0.5779], [-0.8159, -3.0824, 0.3337], [-1.0367, -3.5262, 1.6311], [0.2683, -3.3407, -1.9895], [0.6130, -4.1953, -2.8100], [0.2067, -2.0889, -2.1267], [0.6004, -6.4945, 1.4445], [0.9274, -5.6782, -0.8961], [-1.2324, -2.1280, 0.0270], [-1.6133, -2.9290, 2.3259]],
  "forces_ev_per_a": [[0.2, 0.0, 0.0], [0.0, 0.0, 0.0], [0.0, 0.0, -0.1], [0.1, -0.1, 0.1], [0.0, 0.0, 0.0], [0.0, -0.1, 0.0], [0.1, 0.0, 0.0], [0.0, 0.0, 0.0], [0.0, 0.0, 0.0], [0.0, 0.0, 0.0], [0.0, 0.0, 0.0], [0.0, 0.0, 0.0], [0.0, 0.0, -0.1], [0.0, 0.0, 0.0], [0.0, 0.0, 0.0], [0.0, 0.0, 0.0], [0.0, 0.0, 0.0], [-0.1, 0.1, 0.0], [0.0, 0.1, 0.0], [-0.1, -0.1, 0.0], [0.1, 0.0, -0.1], [0.0, 0.0, 0.0], [0.0, 0.0, 0.0], [0.0, 0.0, 0.0], [0.0, 0.0, 0.0], [0.0, 0.0, 0.0], [0.0, 0.0, 0.0], [0.0, 0.0, 0.0], [0.0, 0.0, 0.1], [0.0, 0.0, 0.0], [0.0, 0.0, 0.0], [0.0, 0.0, 0.0], [0.0, 0.0, 0.0], [0.0, 0.0, 0.0], [0.0, 0.0, 0.0], [0.0, 0.0, 0.0], [0.0, 0.0, 0.0], [0.0, 0.0, 0.0], [0.0, 0.0, 0.0], [0.0, 0.0, 0.0], [0.0, 0.0, 0.0], [0.0, 0.0, 0.0], [0.0, 0.0, 0.0], [0.0, 0.0, 0.0], [0.0, 0.0, 0.0], [0.0, 0.0, 0.0], [0.0, 0.0, 0.0], [-0.1, 0.0, 0.0], [0.0, 0.0, 0.0], [0.0, 0.0, 0.0], [0.0, 0.0, 0.0], [0.0, 0.0, 0.0], [0.0, 0.0, 0.0], [0.0, 0.0, 0.1], [0.0, 0.0, -0.1], [0.0, 0.0, 0.1], [0.0, 0.0, 0.0], [0.0, 0.0, 0.0], [0.0, 0.0, 0.0], [0.0, 0.0, 0.1], [0.0, -0.1, 0.0], [0.0, 0.0, -0.1], [0.0, 0.0, 0.0], [0.0, 0.0, 0.0], [0.0, 0.0, 0.0], [0.0, 0.0, 0.0], [0.0, 0.0, 0.0], [0.0, 0.0, 0.0], [0.0, 0.0, 0.0], [0.0, 0.0, 0.0], [0.0, 0.0, 0.0], [0.0, 0.0, 0.0], [0.0, 0.1, 0.0], [0.0, 0.0, 0.0], [0.0, 0.0, 0.1], [0.0, 0.0, -0.1], [0.0, 0.0, 0.0], [0.0, 0.0, 0.0], [0.0, 0.0, 0.0], [-0.1, 0.1, 0.0], [0.0, 0.0, 0.0], [0.0, 0.0, 0.0], [0.0, -0.1, -0.1], [0.0, 0.0, 0.0]]
}

[4]
{
  "formula": "C33H45As3O2Pd",
  "method": "ωB97M-V/def2-TZVPD",
  "total_charge": -2,
  "relative_energy_kj_mol": 38.6,
  "homo_energy_ev": -0.1,
  "molar_mass_g_mol": 804.91,
  "lumo_energy_ev": 4.46,
  "homo_lumo_gap_ev": 4.511,
  "symbols": ["Pd", "C", "As", "C", "C", "C", "C", "C", "As", "C", "C", "C", "As", "C", "C", "H", "H", "H", "H", "H", "H", "H", "H", "H", "H", "H", "H", "H", "H", "H", "H", "H", "H", "H", "H", "H", "H", "H", "H", "H", "H", "H", "C", "C", "O", "C", "C", "C", "C", "C", "C", "O", "H", "H", "H", "H", "H", "H", "H", "C", "C", "C", "C", "C", "C", "C", "C", "C", "C", "C", "C", "C", "C", "H", "H", "H", "H", "H", "H", "H", "H", "H", "H", "H"],
  "positions_angstrom": [[0.1560, -0.2786, 0.7296], [3.0099, -0.6926, -3.4358], [1.7594, -0.3171, -1.9104], [0.7259, -1.9419, -2.2521], [0.4852, 0.8143, -2.9226], [0.7085, 2.3360, -2.8991], [2.2010, 2.6512, -3.0613], [0.1834, 2.9957, -1.6081], [0.1972, 2.1075, 0.1928], [-0.9061, 3.5336, 0.9455], [1.9512, 2.7502, 0.7791], [-0.0002, 2.9736, -4.1116], [-1.9463, 2.8158, -4.4745], [-2.7143, 1.5776, -3.1628], [-2.5579, 4.4681, -3.5945], [3.7775, 0.0786, -3.5196], [2.4773, -0.7812, -4.3868], [3.5010, -1.6424, -3.2144], [0.5621, -2.0721, -3.3251], [-0.2230, -1.8719, -1.7231], [1.2628, -2.8039, -1.8580], [-0.4696, 0.5776, -2.4535], [0.4533, 0.4425, -3.9537], [2.7730, 2.2705, -2.2124], [2.3621, 3.7313, -3.1224], [2.5984, 2.1893, -3.9696], [-0.8757, 3.2211, -1.7467], [0.6811, 3.9627, -1.4681], [-0.6274, 4.4988, 0.5150], [-0.7637, 3.5319, 2.0246], [-1.9525, 3.3172, 0.7246], [2.0470, 3.8325, 0.6561], [2.7154, 2.2347, 0.1960], [2.0497, 2.4838, 1.8311], [0.4723, 2.5956, -5.0236], [0.1750, 4.0563, -4.0986], [-2.5266, 0.5476, -3.4587], [-3.7917, 1.7528, -3.1871], [-2.3543, 1.7243, -2.1465], [-1.9670, 5.3107, -3.9543], [-2.4673, 4.4100, -2.5102], [-3.6026, 4.6430, -3.8540], [-1.6713, -1.4416, 4.1712], [-1.8583, -0.0813, 3.5337], [-2.0055, -0.0179, 2.3281], [-1.8148, 1.1225, 4.4209], [-2.6470, 1.1135, 5.5331], [-2.7800, 2.2018, 6.3886], [-2.0192, 3.3400, 6.1047], [-1.1573, 3.3756, 5.0313], [-0.9751, 2.2661, 4.1287], [-0.1513, 2.3160, 3.1768], [-0.7509, -1.8369, 3.7208], [-2.4704, -2.1220, 3.8685], [-1.5875, -1.4007, 5.2561], [-3.2365, 0.2191, 5.7247], [-3.4524, 2.1678, 7.2375], [-2.1068, 4.2154, 6.7443], [-0.5676, 4.2636, 4.8271], [-1.1295, -6.2478, -2.0993], [-2.2372, -5.4822, -1.7578], [-2.1215, -4.4570, -0.8307], [-0.9037, -4.1500, -0.2101], [0.2042, -4.9292, -0.5756], [0.0918, -5.9559, -1.4989], [-0.8527, -3.0370, 0.7613], [0.1930, -2.4146, 1.3415], [1.5931, -2.6684, 1.4910], [2.4501, -1.5387, 1.3991], [3.8241, -1.6655, 1.4898], [4.4122, -2.8903, 1.8086], [3.5786, -3.9813, 2.0493], [2.2057, -3.8831, 1.8896], [-1.2121, -7.0485, -2.8250], [-3.1970, -5.6805, -2.2234], [-2.9894, -3.8567, -0.5777], [1.1650, -4.7062, -0.1358], [0.9704, -6.5381, -1.7563], [-1.8473, -2.6412, 0.9854], [1.9938, -0.5284, 1.3598], [4.4461, -0.7826, 1.3796], [5.4864, -2.9770, 1.9258], [4.0105, -4.9287, 2.3592], [1.5776, -4.7470, 2.0793]],
  "forces_ev_per_a": [[-0.9, 0.5, -0.4], [0.0, 0.0, 0.0], [0.1, 0.0, -0.1], [0.0, -0.1, 0.0], [-0.1, 0.1, 0.1], [0.0, 0.0, 0.1], [0.0, 0.0, 0.0], [0.0, -0.1, -0.1], [0.1, -0.4, 0.1], [-0.3, 0.3, -0.3], [0.0, 0.0, 0.0], [0.1, 0.0, 0.0], [0.0, 0.1, -0.1], [0.0, 0.0, 0.0], [0.0, 0.0, 0.1], [0.0, 0.0, 0.0], [0.0, 0.0, 0.0], [0.0, 0.0, 0.0], [0.0, 0.0, 0.0], [0.0, 0.0, 0.0], [0.0, 0.0, 0.0], [0.0, 0.0, 0.0], [0.1, 0.0, 0.0], [0.0, 0.0, 0.0], [0.0, 0.0, 0.0], [0.0, 0.0, 0.0], [0.0, 0.0, 0.1], [0.0, 0.0, 0.0], [0.0, 0.0, -0.2], [0.0, 0.1, -0.3], [0.0, 0.0, -0.1], [0.0, 0.0, 0.0], [0.0, 0.0, 0.0], [0.0, 0.0, 0.0], [0.0, 0.0, 0.0], [0.0, 0.0, 0.0], [0.0, 0.0, 0.0], [0.0, 0.0, 0.0], [0.0, 0.0, 0.0], [0.0, 0.0, 0.0], [0.0, 0.0, 0.0], [0.0, 0.0, 0.0], [0.0, -0.1, 0.0], [0.2, 0.1, -0.1], [-0.4, 0.2, 0.3], [0.0, -0.1, -0.1], [0.0, 0.0, 0.1], [0.0, 0.0, 0.0], [0.0, 0.0, 0.0], [0.0, 0.0, 0.0], [-0.2, -0.1, 0.1], [0.3, -0.4, 0.8], [0.0, 0.0, 0.0], [0.0, 0.0, 0.0], [0.0, 0.0, 0.0], [0.0, 0.0, 0.0], [0.0, 0.0, 0.0], [0.0, 0.0, 0.0], [0.0, 0.0, 0.0], [0.0, 0.0, 0.0], [0.0, 0.0, 0.0], [-0.1, 0.0, 0.0], [0.0, 0.0, 0.2], [0.0, 0.0, -0.1], [0.0, 0.0, 0.0], [0.1, -0.2, -0.3], [0.2, 0.6, 0.3], [0.0, -0.2, 0.0], [0.3, 0.0, 0.2], [0.0, 0.0, 0.0], [-0.1, 0.0, 0.0], [0.0, 0.0, 0.0], [0.0, 0.1, 0.0], [0.0, 0.0, 0.0], [0.0, 0.0, 0.0], [0.0, 0.0, 0.0], [0.0, 0.0, 0.0], [0.0, 0.0, 0.0], [0.0, 0.1, -0.1], [0.5, -0.4, -0.1], [0.0, 0.0, 0.0], [0.0, 0.0, 0.0], [0.0, 0.0, 0.0], [0.0, 0.0, 0.0]]
}